This record from the Open Molecules 2025 dataset describes a molecular structure, C12H24CdNO4P2 in a non-equilibrium geometry. The level of theory is the ωB97M-V functional and the def2-TZVPD basis.

Atoms and positions in Å:
Cd1 0.2322 -1.1943 0.6262
P1 -2.2236 -1.2683 0.1800
C1 -2.5434 0.3966 -0.3574
C2 -1.6323 1.4466 -0.1289
N1 -0.3542 1.1181 0.2917
C3 0.4420 2.0521 0.8181
C4 0.0634 3.3832 0.8953
C5 -1.1769 3.7602 0.3846
C6 -2.0077 2.8187 -0.1721
C7 1.8544 1.6745 1.2250
P2 2.4421 0.0738 0.5401
H1 -2.9542 3.0907 -0.6421
H2 0.7413 4.0752 1.3814
H3 -1.4779 4.7971 0.4457
H4 2.5927 2.4363 0.9199
H5 1.8929 1.5617 2.3214
H6 -0.7107 1.4142 -4.9431
H7 -3.4967 0.6242 -0.8391
H8 1.7956 -0.6917 -2.5633
O1 -0.6707 0.5032 -5.3556
H9 -1.5201 0.0880 -5.2043
H10 0.7000 -0.9347 -1.4002
O2 1.1716 -1.3847 -2.2526
H11 0.4944 -1.6054 -2.9402
C8 3.1197 0.6372 -1.0538
H12 3.8589 1.4171 -0.8212
H13 3.6497 -0.1688 -1.5842
H14 2.3638 1.0984 -1.7090
C9 3.9246 -0.3150 1.5266
H15 4.6249 -0.9174 0.9305
H16 4.4303 0.6095 1.8468
H17 3.6329 -0.9067 2.4061
C10 -3.0550 -1.4271 1.7881
H18 -4.1206 -1.6625 1.6307
H19 -2.5594 -2.1959 2.4047
H20 -2.9921 -0.4748 2.3388
C11 -2.9153 -2.4594 -0.9772
H21 -2.6364 -3.4791 -0.6479
H22 -4.0087 -2.3310 -1.0130
H23 -2.5045 -2.2595 -1.9820
O3 0.8653 -3.9238 3.9355
C12 0.3876 -3.3611 2.9386
O4 0.3669 -2.0943 2.6457
H24 -0.0868 -4.0209 2.1657

Force components x, y, z for each atom (eV/Å):
-0.48 -0.31 2.00
0.09 1.86 -0.55
0.27 -0.43 -0.69
-0.18 -1.10 0.62
-0.08 -0.32 0.20
0.09 1.41 -0.67
0.98 -0.74 0.62
-0.65 -0.27 -0.40
0.20 0.51 -0.30
-0.08 -0.49 0.45
0.13 0.38 0.10
0.21 -0.08 0.35
-0.16 0.12 -0.15
-0.06 0.03 -0.12
-0.37 -0.17 0.24
0.10 0.09 -0.24
-0.20 -1.61 -0.79
0.17 -0.10 0.28
0.01 -0.17 -0.33
0.60 1.36 0.96
-0.38 0.18 -0.01
0.47 -0.80 -1.23
-0.95 0.85 0.71
0.35 0.29 0.17
0.41 0.06 -0.36
-0.13 -0.17 -0.27
-0.07 0.17 0.15
0.07 -0.02 0.28
0.08 -0.29 0.07
-0.22 0.15 0.16
-0.22 -0.28 -0.14
0.05 0.24 -0.21
0.14 -0.56 0.61
0.38 0.01 0.04
-0.40 0.14 -0.20
0.11 -0.30 -0.42
-0.21 -0.40 -0.12
-0.36 0.46 -0.28
0.34 -0.24 -0.03
-0.17 -0.14 0.44
-0.90 1.65 -1.89
0.71 -1.56 1.21
0.32 0.45 -0.34
0.00 0.14 0.09

Its spin multiplicity is 1. As for the gap between HOMO and LUMO (alpha / beta): 4.85 / 4.85 eV. As for the max |F|: 0.052 Eh/bohr. The calculation puts the calculated total energy at -45646.4661 eV. The value obtained for the HOMO energy (alpha / beta) is -9.68 / -9.68 eV. As for the net charge: +1.

This record from the Open Molecules 2025 dataset describes a molecular structure, C30H24IN8S2Tc. The level of theory is the ωB97M-V functional and the def2-TZVPD basis.

Atoms and positions in Å:
Tc1 0.7865 -0.2998 -0.0263
N1 -3.2641 0.1797 1.8505
C1 -2.2141 0.0247 0.9878
S1 -0.8460 -1.0200 1.5555
N2 -2.1752 0.5521 -0.1742
N3 -0.9781 0.4671 -0.8280
C2 -0.8453 1.1521 -1.9709
C3 0.4466 1.2487 -2.5079
C4 0.7450 1.8408 -3.7561
C5 2.0341 1.8592 -4.2064
C6 3.0558 1.2957 -3.4161
C7 2.7228 0.7480 -2.2034
N4 1.4624 0.7217 -1.7376
H1 -3.4697 -0.5949 2.4624
H2 -4.0768 0.6142 1.4379
H3 -1.7091 1.6177 -2.4273
H4 -0.0622 2.2610 -4.3403
H5 2.2699 2.3044 -5.1635
H6 4.0864 1.3024 -3.7386
H7 3.4712 0.3190 -1.5481
S2 2.5870 -1.2940 1.0928
C8 2.8788 -2.5980 -0.0258
N5 3.8480 -3.4522 0.2447
N6 4.2597 -4.3170 -0.6483
C9 4.2657 -4.1800 -2.0708
C10 4.5912 -2.9612 -2.6552
C11 4.6619 -2.8662 -4.0335
C12 4.4194 -3.9807 -4.8282
C13 4.1134 -5.1951 -4.2349
C14 4.0339 -5.2990 -2.8527
N7 2.0726 -2.7674 -1.0993
N8 1.0865 -1.9571 -1.1868
C15 0.2980 -2.1496 -2.3666
C16 0.9263 -2.2280 -3.6026
C17 0.1550 -2.3731 -4.7443
C18 -1.2275 -2.4586 -4.6477
C19 -1.8430 -2.4053 -3.4040
C20 -1.0821 -2.2437 -2.2577
H8 4.8994 -4.9957 -0.2645
H9 4.7970 -2.0989 -2.0330
H10 4.9249 -1.9203 -4.4898
H11 4.4827 -3.9024 -5.9052
H12 3.9282 -6.0679 -4.8463
H13 3.7775 -6.2400 -2.3827
H14 2.0062 -2.1717 -3.6586
H15 0.6362 -2.4233 -5.7122
H16 -1.8257 -2.5781 -5.5411
H17 -2.9185 -2.4934 -3.3257
H18 -1.5545 -2.2089 -1.2845
I1 0.7610 2.0346 1.4096
C21 0.4314 1.5657 3.4425
C22 0.8838 2.5842 4.2402
C23 0.7835 2.5262 5.6368
C24 0.2455 1.4147 6.2086
C25 -0.2242 0.3440 5.4147
C26 -0.7580 -0.7831 6.0902
C27 -1.2334 -1.8584 5.4093
C28 -1.2089 -1.8229 4.0060
C29 -0.7189 -0.7455 3.3092
C30 -0.1669 0.3926 3.9866
H19 1.3370 3.4579 3.7907
H20 1.1431 3.3514 6.2352
H21 0.1685 1.3258 7.2844
H22 -0.7704 -0.7629 7.1725
H23 -1.6282 -2.7237 5.9224
H24 -1.5857 -2.6710 3.4488

Force components x, y, z for each atom (eV/Å):
-0.09 0.02 0.07
-0.09 -0.06 0.07
0.09 0.04 -0.20
-0.12 -0.01 0.07
0.03 -0.05 0.15
0.07 -0.18 0.13
0.15 0.15 -0.31
-0.35 0.00 0.16
0.16 0.04 -0.13
-0.17 0.03 -0.02
0.07 -0.07 0.09
0.07 0.04 -0.06
0.09 -0.06 0.07
-0.01 0.02 0.00
0.01 0.02 0.01
0.02 -0.01 -0.01
0.00 -0.01 0.00
0.00 0.00 0.00
0.00 0.00 0.01
0.01 0.00 0.00
0.06 0.06 -0.01
-0.01 0.27 0.19
-0.03 -0.21 -0.04
-0.01 0.06 0.00
0.01 -0.03 -0.15
0.06 0.01 -0.01
0.02 0.03 0.04
0.00 -0.05 0.00
-0.02 0.01 -0.05
-0.05 0.03 0.08
-0.37 0.11 -0.20
0.31 -0.15 0.09
-0.09 -0.13 -0.14
0.03 0.01 0.02
0.00 0.00 0.00
0.02 -0.01 0.02
-0.01 0.00 0.00
0.02 0.04 0.03
0.05 0.05 0.05
0.00 -0.01 0.00
-0.01 0.00 0.00
0.00 -0.01 0.00
0.01 0.00 0.00
0.01 0.00 0.00
-0.02 0.02 0.00
0.00 0.00 0.00
0.00 0.01 0.00
0.01 0.01 0.00
0.00 0.02 0.01
-0.03 -0.05 0.09
0.06 0.06 -0.04
0.03 0.04 -0.06
-0.05 -0.09 0.07
0.05 0.09 -0.04
-0.01 -0.01 0.03
-0.03 -0.05 -0.05
0.03 0.07 0.03
0.00 -0.01 -0.02
0.03 -0.02 -0.04
-0.03 -0.01 0.01
0.00 -0.01 0.00
0.00 -0.01 0.00
0.00 0.00 0.00
0.00 -0.01 0.00
0.00 0.00 0.01
0.00 0.00 0.00

Its spin multiplicity is 4. As for the gap between HOMO and LUMO (alpha / beta): 4.88 / 6.62 eV. As for the max |F|: 0.008 Eh/bohr. The value obtained for the relative energy (zero: lowest compared OMol25 entry of this formula, charge and spin) is 6.4 kJ/mol. The calculation puts the calculated total energy at -75382.8760 eV. The value obtained for the HOMO energy (alpha / beta) is -8.34 / -10.52 eV. As for the net charge: +1.

This record from the Open Molecules 2025 dataset describes 4 unconnected molecules or ions with the total composition C14H32Cl6NO3S in a non-equilibrium geometry. The level of theory is the ωB97M-V functional and the def2-TZVPD basis.

Atoms and positions in Å:
C1 5.8675 -3.4919 0.8215
O1 4.7137 -2.6717 1.2227
C2 4.8158 -1.2855 0.7377
S1 3.1234 -0.8635 -0.0431
C3 2.7144 0.8462 0.6029
O2 2.0865 -2.0723 0.5646
C4 0.7039 -1.5987 0.7289
C5 -0.0763 -1.2798 -0.6991
N1 -1.5374 -1.7153 -0.4599
C6 -2.2843 -0.6671 0.3370
C7 -3.4610 -1.2488 1.3184
C8 -3.3090 -2.8279 1.7309
O3 -3.5086 -0.4890 2.6115
H1 6.8890 -2.9206 0.7703
H2 6.0085 -4.3309 1.6579
H3 5.6477 -4.0725 -0.1939
H4 4.9003 -0.5985 1.7082
H5 5.7143 -1.0760 0.0181
H6 1.5528 1.0711 0.5871
H7 3.2672 1.7271 0.0213
H8 3.0784 0.8973 1.7232
H9 0.0992 -2.5067 1.2139
H10 0.5921 -0.7140 1.5213
H11 -0.0560 -0.1144 -0.9438
H12 0.3619 -1.8796 -1.6149
H13 -2.0047 -1.8892 -1.3974
H14 -1.5613 0.0057 1.0060
H15 -2.8345 0.0248 -0.4654
H16 -4.5024 -1.1126 0.7917
H17 -4.0530 -3.4720 1.0551
H18 -2.2234 -3.2601 1.6646
H19 -3.7555 -2.9252 2.8339
H20 -2.9107 -0.9362 3.2905
Cl1 1.7115 4.9415 0.7863
C9 -0.0416 4.9514 1.0985
C10 -0.5308 3.6314 1.6735
Cl2 -0.4437 2.3070 0.4855
H21 -0.5523 5.1973 0.1624
H22 -0.2314 5.7596 1.8115
H23 -1.5796 3.7212 1.9699
H24 0.0484 3.3361 2.5537
Cl3 -0.7984 -3.4158 -4.4592
C11 0.7885 -3.8186 -5.1593
C12 1.9395 -3.3428 -4.2868
Cl4 2.0674 -1.5665 -4.2522
H25 0.8374 -3.3849 -6.1629
H26 0.8235 -4.9079 -5.2579
H27 2.8865 -3.7199 -4.6828
H28 1.8361 -3.6955 -3.2561
Cl5 -3.8520 4.2255 2.1455
C13 -4.6748 4.9483 0.7415
C14 -3.6980 5.3559 -0.3505
Cl6 -2.6758 6.7297 0.1401
H29 -5.2637 5.8007 1.0941
H30 -5.3669 4.1930 0.3569
H31 -4.2476 5.6733 -1.2411
H32 -3.0407 4.5277 -0.6324

Force components x, y, z for each atom (eV/Å):
0.84 -2.04 0.00
1.64 1.94 -1.60
0.50 -0.64 2.92
-0.47 -0.15 -0.74
-0.10 1.18 1.97
0.70 2.49 0.20
-2.69 -0.19 0.32
-0.63 0.28 0.28
1.04 0.94 -0.64
-1.05 1.03 -0.32
0.12 -1.10 0.77
-1.25 -0.21 -0.04
1.05 -1.09 -0.83
-2.12 -0.80 0.02
-0.51 2.00 -1.79
0.48 1.48 2.07
-0.16 -1.26 -2.19
-2.08 -0.42 0.94
2.42 -0.70 -0.25
-1.04 -2.41 0.79
-0.77 -0.11 -2.16
1.68 1.80 -1.19
0.60 -1.80 -1.85
0.27 -2.33 0.40
-0.73 1.14 2.03
0.86 0.48 1.68
-1.60 -1.67 -1.58
1.24 -0.97 1.97
2.05 -0.05 1.28
1.92 1.26 1.36
-2.15 0.94 0.10
1.13 0.16 -2.41
-1.15 0.68 -1.64
0.17 -0.11 -0.05
-0.33 -0.16 0.04
0.10 0.60 0.55
-0.07 0.02 -0.20
0.25 -0.13 0.26
-0.01 -0.23 -0.09
0.36 -0.03 -0.23
-0.01 0.03 -0.27
0.00 0.07 0.06
0.29 -0.11 -0.12
-0.02 -0.40 -0.07
-0.03 0.10 0.11
-0.02 0.00 0.28
0.04 0.19 0.10
-0.19 0.06 -0.02
-0.08 0.10 -0.21
-0.29 0.06 0.11
-0.20 0.15 -0.37
-0.25 -0.21 -0.07
-0.12 0.11 0.01
0.24 -0.15 -0.03
0.19 0.10 0.03
0.03 -0.03 0.19
-0.10 0.12 0.13

Its spin multiplicity is 1. As for the gap between HOMO and LUMO: 7.88 eV. As for the max |F|: 0.059 Eh/bohr. The value obtained for the relative energy (zero: lowest compared OMol25 entry of this formula, charge and spin) is 362.4 kJ/mol. The calculation puts the calculated total energy at -108626.9706 eV. The value obtained for the HOMO energy is -11.48 eV. As for the net charge: +1.

This record from the Open Molecules 2025 dataset describes a single C5H11ClN2 molecule in a non-equilibrium geometry. The level of theory is the ωB97M-V functional and the def2-TZVPD basis.

Atoms and positions in Å:
N1 0.1112 -1.4538 -1.5081
C1 0.5062 -0.9584 -0.2212
C2 -0.5909 -1.2921 0.8896
C3 -1.2067 0.0927 0.7011
C4 0.0781 0.5565 -0.0283
N2 -0.0060 1.2939 -1.2777
C5 1.0688 1.2139 0.8538
Cl1 0.5789 2.8217 1.4516
H1 0.2212 -2.4433 -1.6823
H2 0.5739 -1.0227 -2.3022
H3 1.5286 -1.2303 0.0229
H4 -0.2387 -1.5199 1.8712
H5 -1.2598 -2.1045 0.5599
H6 -1.5355 0.6444 1.5969
H7 -2.0452 0.0768 0.0064
H8 -0.2466 2.2898 -1.0724
H9 -0.8383 1.0428 -1.8300
H10 1.2834 0.6074 1.7142
H11 2.0172 1.3851 0.2546

Force components x, y, z for each atom (eV/Å):
-0.56 -0.04 -1.19
-0.96 0.01 1.07
-0.28 -0.72 -1.74
-0.13 0.47 0.23
-0.48 -0.52 -1.05
-1.20 1.48 -0.25
1.88 0.52 -0.70
-0.22 0.13 0.05
-0.02 -0.15 0.68
0.07 0.44 0.42
0.37 0.26 0.32
0.49 0.00 0.61
0.33 0.18 0.22
0.32 -0.10 -0.30
0.02 -0.09 -0.03
0.69 -0.87 0.05
0.60 -0.54 0.39
0.13 -0.20 0.40
-1.05 -0.27 0.81

As for the structure (SMILES): N[C@@H]1CC[C@@]1(N)CCl. Its spin multiplicity is 1. As for the gap between HOMO and LUMO: 10.12 eV. As for the max |F|: 0.040 Eh/bohr. The value obtained for the relative energy (zero: lowest compared OMol25 entry of this formula, charge and spin) is 31.0 kJ/mol. The calculation puts the calculated total energy at -20865.5717 eV. The value obtained for the HOMO energy is -9.11 eV.

This record from the Open Molecules 2025 dataset describes 2 unconnected molecules or ions with the total composition C4H9O3 in a non-equilibrium geometry. The level of theory is the ωB97M-V functional and the def2-TZVPD basis.

Atoms and positions in Å:
C1 2.4458 1.0381 1.3394
O1 1.2160 1.7403 1.1673
H1 0.5903 1.5190 1.8617
H2 2.6910 1.0426 2.3963
H3 3.1817 1.6205 0.7717
H4 2.3451 0.0302 0.9440
C2 -1.2407 0.3782 -0.5318
C3 -1.2364 0.4336 -2.0280
C4 -0.7419 -1.0327 -0.0897
O2 0.0010 -1.1633 0.9312
O3 -0.9470 -2.0111 -0.8575
H5 -0.4948 1.0534 -0.1544
H6 -2.1282 0.5698 0.0779
H7 -0.1680 0.5098 -2.2843
H8 -1.7421 1.2100 -2.5986
H9 -1.3843 -0.5845 -2.4663

Force components x, y, z for each atom (eV/Å):
-0.81 0.57 -0.25
0.22 0.76 -0.08
0.08 -0.57 -0.16
0.45 -0.25 0.17
0.04 -0.28 0.19
0.09 -0.19 0.11
0.24 -0.80 1.18
1.02 -1.19 -1.44
1.77 -1.93 -0.16
-0.81 1.34 0.21
-0.82 0.69 -0.12
0.22 0.38 0.24
-0.49 0.08 -0.63
-0.06 0.48 -0.07
-0.36 0.13 0.33
-0.80 0.78 0.47

Its spin multiplicity is 1. As for the gap between HOMO and LUMO: 7.39 eV. As for the max |F|: 0.051 Eh/bohr. The value obtained for the relative energy (zero: lowest compared OMol25 entry of this formula, charge and spin) is 139.9 kJ/mol. The calculation puts the calculated total energy at -10437.0156 eV. The value obtained for the HOMO energy is -3.58 eV. As for the net charge: -1.

This record from the Open Molecules 2025 dataset describes 2 unconnected molecules or ions with the total composition C7H15B in a non-equilibrium geometry. The level of theory is the ωB97M-V functional and the def2-TZVPD basis.

Atoms and positions in Å:
B1 -1.3700 0.4699 0.2931
C1 -0.0187 1.3290 -1.7227
C2 -0.1534 1.0299 -0.4187
C3 2.0020 -2.3651 0.9499
C4 1.1678 1.9633 -2.3457
C5 0.9839 1.2962 0.5600
C6 -3.2670 -1.2322 0.8127
C7 -2.2548 -0.1478 1.1629
H1 -1.0116 1.4308 -2.2704
H2 1.0080 -1.8754 1.0906
H3 2.8812 -1.7388 1.0506
H4 2.1445 -3.2235 1.5096
H5 1.4434 1.4661 -3.3167
H6 2.1996 1.8656 -1.8180
H7 0.9372 3.0514 -2.5149
H8 0.4868 1.4994 1.6241
H9 1.6198 0.4152 0.8513
H10 1.6273 1.9983 0.1684
H11 -3.7427 -1.6185 1.7471
H12 -3.8345 -0.8185 0.1018
H13 -2.8251 -2.0598 0.3432
H14 -1.9037 -0.1261 2.2607
H15 1.8799 -2.6094 -0.1189

Force components x, y, z for each atom (eV/Å):
1.94 1.73 -4.38
-1.81 0.94 -0.08
0.13 -0.49 1.54
-1.32 1.63 -2.30
2.20 0.13 -0.71
-1.50 -2.65 3.15
1.94 0.22 4.36
-0.94 -2.60 3.93
1.51 -0.66 0.20
1.03 -0.09 0.77
-0.24 0.44 0.12
-0.06 -1.72 1.13
-0.73 0.68 0.52
-2.06 0.28 -0.28
0.46 -0.94 -0.09
1.29 0.41 -2.31
-0.57 0.44 -0.73
1.36 1.99 -0.18
-0.21 0.46 -0.97
-2.98 1.37 -2.43
1.16 -1.22 -0.67
-1.14 -0.02 -0.89
0.58 -0.30 0.28

Its spin multiplicity is 3. As for the gap between HOMO and LUMO (alpha / beta): 5.81 / 7.73 eV. As for the max |F|: 0.099 Eh/bohr. The value obtained for the relative energy (zero: lowest compared OMol25 entry of this formula, charge and spin) is 57.0 kJ/mol. The calculation puts the calculated total energy at -8172.3757 eV. The value obtained for the HOMO energy (alpha / beta) is -5.11 / -9.21 eV.

Look up the max |F| of the fourth one.
0.040 Eh/bohr